Molecular formula: C2H3NO4
Method: DFT, ωB97M-V with the def2-TZVPD basis set

Computed properties:
Lowest unoccupied orbital energy (spin up / spin down) ... -0.078 / -0.102 Eh
Energy above the lowest of the compared OMol25 structures with the same formula, charge and spin ... 888.2 kJ/mol
Frontier orbital gap (spin up / spin down) ... 7.09 / 5.70 eV
HOMO (spin up / spin down) ... -0.3384 / -0.3111 hartree
Molecular weight ... 105.05 g/mol

XYZ file:
```
10
C2H3NO4, DFT ωB97M-V with the def2-TZVPD basis set
N 2.70 2.20 -0.18
O 3.26 2.61 0.76
C -0.48 -0.79 -0.39
C -1.81 -0.88 0.33
O -2.81 -0.23 0.09
O 0.05 0.38 0.25
O 1.30 0.64 -0.38
H 0.11 -1.68 -0.13
H -0.60 -0.64 -1.49
H -1.71 -1.61 1.15
```

Results of the natural (NBO) charge analysis, in e, for atoms 1 through 6:
1. N 0.514
2. O -0.102
3. C -0.178
4. C 0.430
5. O -0.482
6. O -0.287